C10H18N3 | the ωB97M-V functional and the def2-TZVPD basis

The HOMO energy is -12.0 eV. For the LUMO energy, the calculation gives -0.108 hartree. Its molar mass is 180.28 Da. For the HOMO-LUMO gap, the calculation gives 9.059 eV. The total charge is +1. Its spin multiplicity is 1.

Element x y z (Å)
H: -0.051 0.772 1.624
C: -1.044 1.594 -0.047
C: -2.632 0.291 1.446
H: 2.367 -1.611 2.048
H: 2.013 2.112 1.308
H: -0.120 -3.757 -2.083
H: 0.273 3.888 -2.166
N: -0.045 -1.643 -0.724
H: -2.258 -0.042 -0.737
C: -2.284 0.747 0.020
H: -2.012 -0.546 1.768
H: -3.115 1.338 -0.352
H: -2.615 1.213 2.028
H: 1.582 -0.651 0.943
C: 2.277 -1.492 0.978
C: -0.995 2.607 -1.004
C: 0.205 3.236 -1.311
H: -3.679 0.003 1.567
H: 2.274 3.478 -0.770
H: -0.565 -1.481 -1.576
H: 2.116 -3.563 0.565
H: -1.871 2.742 -1.631
N: 0.625 -3.754 -1.402
C: 1.328 3.012 -0.529
C: 0.102 1.366 0.729
C: 1.258 2.104 0.524
H: 0.853 -4.649 -0.989
H: 3.222 -1.248 0.501
C: 0.755 -2.686 -0.578
H: 0.272 -0.719 -0.425
N: 1.764 -2.662 0.277